C5H8O | ωB97M-V/def2-TZVPD

The geometry in XYZ format:
```
14
Properties=species:S:1:pos:R:3:forces:R:3:nbo_charge:R:1
C 0.3477 1.5193 0.3004 0.19 -0.29 -2.13 -0.6247
C -0.4617 0.4631 0.8853 -0.65 -0.84 -1.18 -0.2013
C -0.8520 -1.0422 -0.2558 -0.30 1.50 0.29 -0.2813
C 0.3318 -0.9712 -1.0882 0.38 2.36 -1.15 -0.0490
O 1.1897 -1.0258 0.0542 0.23 -0.09 0.06 -0.5133
C 0.0354 -0.9248 0.9215 0.23 -0.52 0.43 0.0601
H 1.4170 1.4836 0.5133 -0.23 0.10 0.39 0.2330
H -0.0805 2.5244 0.3702 0.14 -0.33 0.00 0.2282
H 0.4382 1.1925 -0.9323 -0.24 1.56 2.33 0.1746
H -1.4444 0.6861 1.2900 0.24 -0.13 0.19 0.2217
H -1.9027 -1.2124 -0.4471 0.22 -0.02 0.22 0.2345
H 0.4328 0.2557 -1.5487 -0.10 -2.78 0.13 0.1069
H 0.6228 -1.5399 -1.9689 -0.20 -0.45 0.39 0.2171
H 0.0707 -1.5380 1.8143 0.09 -0.06 0.05 0.1933
```
Forces are in eV/Å.

The charge is 0. The relative energy (zero: lowest compared OMol25 entry of this formula, charge and spin) comes out at 112.5 kcal/mol. The value obtained for the total energy is -7357.3783 eV. The calculation puts the highest occupied orbital energy at -8.5 eV.